No. 1
{"formula": "C4H13N2OS", "method": "ωB97M-V/def2-TZVPD", "lumo_ev": -3.1, "charge": 1, "relative_energy_ev": 0.091, "energy_ev": -20215.972, "molar_mass_g_mol": 137.228, "max_force_ev_per_a": 1.30, "orbital_gap_ev": 9.46, "e_homo_ev": -12.5, "species": ["C", "C", "S", "N", "H", "H", "H", "H", "H", "H", "H", "H", "C", "N", "C", "O", "H", "H", "H", "H", "H"], "positions_angstrom": [[-1.08327, -1.37971, 0.30775], [-0.75978, -2.86161, 0.42078], [-2.26100, -3.77809, -0.13814], [0.07723, -0.55446, 0.77977], [-1.94239, -1.10232, 0.91474], [-1.25975, -1.07664, -0.72283], [-0.49640, -3.10878, 1.44691], [0.06275, -3.11252, -0.24689], [-1.94184, -4.96309, 0.40316], [-0.19051, 0.50234, 0.70147], [0.89067, -0.72727, 0.20550], [0.32284, -0.71469, 1.75107], [-0.24495, 2.96137, -0.17434], [0.89906, 3.04051, -0.84709], [1.89416, 1.98409, -0.89148], [-0.63125, 2.01265, 0.51231], [-0.85210, 3.86703, -0.23526], [1.03902, 3.82903, -1.45085], [2.14239, 1.66293, 0.11863], [2.79528, 2.37149, -1.35673], [1.53986, 1.14773, -1.49848]], "atomic_forces_ev_per_a": [[0.218, -0.210, 0.214], [-0.537, -0.061, -0.421], [0.330, 0.199, 0.253], [-0.737, 1.071, -0.041], [-0.012, -0.011, -0.022], [-0.116, -0.040, 0.005], [-0.089, -0.127, 0.040], [0.141, -0.029, 0.083], [0.063, 0.097, -0.017], [0.395, -0.421, -0.163], [0.317, -0.046, -0.093], [-0.003, -0.286, 0.171], [-0.131, 0.341, 0.137], [0.067, -0.342, -0.004], [-0.112, 0.028, -0.111], [0.322, -0.352, -0.106], [-0.110, 0.041, -0.086], [-0.053, 0.269, 0.037], [-0.007, -0.053, 0.019], [0.020, 0.011, 0.029], [0.034, -0.080, 0.079]]}

No. 2
{"formula": "C39H44GaN3O13P2", "method": "ωB97M-V/def2-TZVPD", "lumo_ev": 4.0, "charge": -2, "energy_ev": -143211.738, "molar_mass_g_mol": 894.460, "max_force_ev_per_a": 1.20, "orbital_gap_ev": 5.97, "e_homo_ev": -1.9, "species": ["Ga", "C", "C", "C", "C", "C", "C", "C", "C", "C", "C", "C", "C", "N", "C", "O", "C", "C", "C", "C", "C", "N", "C", "O", "N", "C", "C", "C", "C", "C", "C", "C", "C", "C", "C", "C", "C", "H", "H", "H", "H", "H", "H", "H", "H", "H", "H", "H", "H", "H", "H", "H", "H", "H", "H", "H", "H", "H", "H", "H", "H", "H", "H", "H", "H", "H", "H", "H", "H", "H", "H", "H", "H", "H", "O", "P", "O", "O", "O", "P", "O", "O", "O", "H", "H", "O", "C", "O", "C", "C", "C", "C", "O", "C", "O", "C", "C", "H", "H", "H", "H", "H"], "positions_angstrom": [[-0.39004, -0.63005, 0.03205], [0.44702, -2.47069, 5.04467], [0.33363, -2.93519, 3.58796], [-0.25478, -4.35056, 3.53770], [1.67706, -2.86528, 2.88477], [2.61500, -3.83832, 3.19767], [3.84390, -3.88490, 2.57147], [4.14561, -2.92032, 1.63338], [3.24642, -1.90475, 1.30977], [3.75595, -0.86613, 0.34206], [5.05437, -0.24003, 0.86153], [3.95828, -1.51079, -1.03693], [1.98197, -1.88559, 1.92424], [0.96245, -0.89540, 1.66301], [0.82436, -0.00212, 2.64931], [1.51042, 0.14724, 3.66487], [-0.36037, 0.91988, 2.47048], [-0.78969, 1.81321, 3.43664], [-1.91047, 2.58279, 3.15929], [-2.57515, 2.44036, 1.94660], [-2.07126, 1.53843, 1.02879], [-0.98506, 0.83554, 1.31083], [-2.62251, 1.37130, -0.36967], [-3.63329, 2.02242, -0.67176], [-1.88337, 0.56485, -1.12477], [-2.10584, 0.64682, -2.52713], [-2.75163, -0.38784, -3.21815], [-2.91763, -0.31074, -4.59645], [-2.46372, 0.78410, -5.30798], [-1.86389, 1.82455, -4.62020], [-1.68433, 1.78475, -3.24281], [-1.07906, 2.99786, -2.56322], [0.19965, 3.49106, -3.24670], [-2.10254, 4.13830, -2.48578], [-3.37664, -1.53857, -2.46684], [-3.08076, -2.89920, -3.09492], [-4.88817, -1.28904, -2.35141], [-0.53865, -2.48758, 5.51839], [0.85330, -1.46095, 5.10213], [1.10715, -3.14326, 5.60171], [-0.36837, -2.27872, 3.07171], [0.25511, -5.01419, 4.24344], [-0.16261, -4.76707, 2.53431], [-1.31413, -4.31460, 3.79055], [2.36129, -4.59587, 3.92930], [4.55594, -4.66696, 2.81120], [5.11118, -2.94206, 1.14147], [3.01641, -0.07758, 0.25832], [5.87968, -0.95656, 0.82997], [4.92412, 0.09153, 1.89390], [5.33565, 0.61665, 0.25409], [4.68654, -2.32199, -0.94208], [3.76173, -0.01559, -2.29609], [3.00978, -1.95088, -1.36291], [-0.24067, 1.87613, 4.36476], [-2.26665, 3.30110, 3.88791], [-3.45632, 3.00935, 1.68864], [-3.42257, -1.11705, -5.11566], [-2.58524, 0.83230, -6.38410], [-1.53511, 2.69871, -5.16996], [-0.81586, 2.70915, -1.54625], [-0.01748, 3.92242, -4.22739], [0.91704, 2.67734, -3.36405], [0.66670, 4.26910, -2.63683], [-2.38068, 4.46287, -3.49316], [-1.67426, 4.99299, -1.95353], [-2.99977, 3.81125, -1.96197], [-2.93492, -1.51108, -1.46872], [-3.54297, -2.99040, -4.08154], [-3.46931, -3.70831, -2.47105], [-2.00840, -3.05095, -3.19876], [-5.33332, -1.23780, -3.34855], [-5.07941, -0.34153, -1.84394], [-5.39814, -2.08672, -1.80216], [-3.89815, -3.10511, 0.49006], [-2.43680, -2.96511, 1.14737], [-2.49809, -3.50516, 2.50861], [-1.94873, -1.54327, 0.91398], [-1.55972, -3.91240, 0.14914], [-0.13997, -3.67600, -0.57260], [-0.37703, -4.46111, -1.96699], [0.96670, -4.31184, 0.15640], [-0.05890, -2.20201, -0.97469], [-3.93960, -2.64615, -0.35528], [0.23128, -5.20700, -1.94329], [4.48694, -0.63310, -2.01698], [1.54772, 1.29063, -1.65701], [0.78760, 0.38805, -1.22048], [1.76278, 2.49991, -0.76069], [2.99182, 3.14652, -0.86916], [3.27953, 4.32452, -0.17840], [2.27085, 4.84950, 0.59160], [2.27703, 6.00617, 1.34573], [1.04775, 5.98123, 2.06452], [0.20334, 5.00735, 1.47635], [1.03138, 4.25002, 0.66816], [0.74393, 3.08510, 0.00756], [3.74599, 2.69399, -1.50153], [4.24099, 4.81542, -0.25345], [0.57363, 6.96196, 2.00077], [1.24164, 5.71731, 3.11199], [-0.23659, 2.63944, 0.05282]], "atomic_forces_ev_per_a": [[-0.046, 0.351, 0.018], [-0.004, 0.088, -0.030], [-0.005, -0.181, 0.054], [0.210, -0.140, 0.375], [-0.115, -0.115, 0.035], [-0.025, -0.056, 0.056], [0.028, 0.006, -0.016], [-0.062, -0.067, 0.033], [-0.158, -0.064, 0.146], [0.069, 0.031, -0.063], [-0.067, 0.066, -0.001], [-0.163, -0.043, 0.144], [-0.074, -0.089, 0.124], [0.357, 0.306, -0.519], [0.123, 0.067, -0.068], [-0.008, 0.050, -0.050], [0.083, 0.022, -0.073], [-0.038, 0.062, 0.033], [0.030, -0.049, -0.034], [-0.031, 0.002, 0.054], [-0.080, -0.014, 0.058], [-0.045, -0.117, 0.115], [-0.166, -0.133, -0.080], [0.033, 0.037, -0.003], [-0.022, -0.181, 0.189], [-0.055, 0.041, -0.090], [0.012, -0.010, 0.042], [0.043, 0.007, -0.001], [-0.004, -0.009, 0.038], [-0.057, 0.001, -0.064], [0.094, 0.076, -0.017], [-0.038, 0.045, -0.108], [-0.125, 0.028, -0.068], [-0.008, -0.083, 0.067], [-0.039, -0.070, 0.008], [0.005, 0.030, 0.030], [0.059, 0.047, 0.098], [-0.003, -0.032, 0.010], [-0.010, -0.058, 0.042], [-0.012, -0.018, 0.017], [0.061, -0.049, 0.052], [0.191, -0.018, -0.004], [-0.026, -0.051, 0.035], [0.449, -0.142, 0.123], [-0.023, 0.011, 0.012], [0.010, 0.005, -0.010], [-0.018, 0.007, 0.026], [-0.235, 0.164, -0.117], [-0.016, 0.037, 0.021], [0.010, -0.009, -0.021], [0.035, 0.086, -0.110], [-0.043, 0.008, -0.014], [0.580, -0.602, 0.387], [0.003, 0.026, -0.023], [0.011, 0.003, -0.003], [-0.016, -0.015, 0.012], [0.012, 0.006, -0.030], [0.013, -0.008, -0.002], [-0.008, 0.007, 0.001], [0.033, 0.010, 0.018], [-0.244, 0.016, -0.500], [-0.026, 0.018, -0.027], [-0.004, 0.065, -0.067], [-0.013, 0.023, -0.028], [0.021, 0.029, -0.003], [0.011, 0.021, -0.014], [-0.016, 0.024, -0.023], [0.015, -0.017, 0.037], [-0.020, -0.009, 0.012], [-0.001, -0.001, 0.009], [0.020, -0.020, -0.016], [-0.002, -0.009, -0.007], [-0.001, 0.000, -0.012], [0.016, -0.035, 0.009], [-0.012, -0.018, -0.016], [-0.082, 0.067, -0.085], [-0.731, 0.344, -0.539], [-0.003, -0.275, -0.031], [-0.035, 0.155, 0.057], [0.052, -0.054, -0.126], [-0.045, 0.074, 0.082], [-0.005, 0.007, -0.002], [-0.065, -0.105, 0.085], [-0.029, 0.071, -0.086], [0.015, -0.045, -0.040], [-0.743, 0.846, -0.409], [0.683, -0.699, -0.024], [0.179, 0.148, 0.243], [-0.101, 0.235, 0.050], [-0.031, -0.153, 0.122], [0.048, 0.070, 0.052], [0.059, -0.027, 0.000], [-0.033, 0.076, -0.045], [-0.015, 0.009, 0.048], [-0.044, 0.104, -0.067], [0.017, -0.130, 0.053], [0.166, -0.063, 0.302], [-0.016, -0.007, -0.080], [0.014, -0.028, 0.022], [-0.001, -0.004, -0.024], [0.038, -0.065, -0.009], [0.252, 0.051, 0.247]]}

No. 3
{"formula": "CH5OP", "method": "ωB97M-V/def2-TZVPD", "lumo_ev": 0.8, "charge": 0, "relative_energy_ev": 1.600, "energy_ev": -12452.539, "molar_mass_g_mol": 64.024, "max_force_ev_per_a": 5.23, "orbital_gap_ev": 10.67, "e_homo_ev": -9.9, "smiles": "OCP", "species": ["C", "O", "P", "H", "H", "H", "H", "H"], "positions_angstrom": [[-0.38608, -0.19846, -0.16237], [-1.34846, 0.88264, 0.04696], [1.40662, 0.30343, 0.02035], [-0.62672, -0.89841, 0.51546], [-0.57039, -0.77556, -1.28853], [-1.37759, 1.33714, -0.83646], [1.23835, 0.47380, 1.41438], [1.66428, -1.12458, 0.29020]], "atomic_forces_ev_per_a": [[-0.792, 1.528, -4.942], [1.070, -0.252, -2.069], [-0.431, -1.519, 0.483], [-0.751, -2.462, 2.447], [0.567, 1.743, 2.998], [-0.155, -0.350, 1.448], [0.160, 0.307, 0.055], [0.333, 1.006, -0.422]]}